{
  "formula": "C7H11NO5S",
  "method": "ωB97M-V/def2-TZVPD",
  "elements": ["C", "C", "C", "C", "C", "C", "C", "N", "O", "O", "O", "O", "O", "S", "H", "H", "H", "H", "H", "H", "H", "H", "H", "H", "H"],
  "coordinates": [[2.560, 0.283, 0.481], [-2.163, 0.956, 0.239], [1.255, 1.032, 0.532], [1.912, 0.597, -1.678], [0.637, 0.652, -0.773], [-0.057, -0.705, -0.788], [-1.967, -0.573, 0.270], [-1.751, -1.317, 1.446], [-1.911, 1.616, 1.428], [3.165, -0.168, 1.419], [-2.506, 1.479, -0.776], [2.946, 0.055, -0.797], [-2.729, -1.331, -0.594], [0.782, -2.143, -0.121], [0.712, 0.564, 1.429], [1.365, 2.161, 0.703], [2.015, 0.029, -2.594], [2.422, 1.553, -1.826], [-0.041, 1.511, -1.135], [-0.492, -1.123, -1.651], [-2.148, 0.997, 2.148], [-1.891, -2.315, 1.238], [-1.110, -0.939, 2.089], [-2.651, -1.026, -1.529], [1.646, -1.845, 0.840]],
  "forces_ev_per_a": [[1.2, -0.2, 0.3], [0.0, -4.1, 1.7], [-0.5, 0.0, 2.3], [1.9, 0.7, 1.0], [-1.3, 1.1, -2.5], [4.5, -0.5, 0.7], [-3.7, 1.8, 2.3], [-1.8, 0.7, -2.6], [-0.1, -0.6, -0.1], [0.0, 0.3, -0.2], [-0.2, 1.3, -1.4], [-0.6, -0.5, 0.9], [1.1, 0.6, -0.6], [-0.7, -0.7, -1.2], [0.6, 1.1, -1.2], [0.0, -1.7, -0.3], [-0.8, -0.2, 0.0], [-1.2, 0.6, -0.7], [0.8, -1.7, 0.3], [-0.7, 0.2, -1.2], [0.1, 0.5, -0.4], [0.7, 0.7, 0.8], [1.0, -0.3, 0.8], [-0.1, 0.1, 1.1], [0.0, 0.8, 0.3]],
  "spin_multiplicity": 3,
  "e_lumo_ev": [0.35, -1.81],
  "gap_ev": [5.94, 8.07],
  "s2": 2.0083
}

{
  "formula": "C7H11NO6",
  "method": "ωB97M-V/def2-TZVPD",
  "elements": ["C", "C", "C", "C", "C", "C", "C", "N", "O", "O", "O", "O", "O", "O", "H", "H", "H", "H", "H", "H", "H", "H", "H", "H", "H"],
  "coordinates": [[-3.368, -0.927, 0.944], [-1.932, 0.288, -0.790], [-2.013, 1.561, 0.061], [2.107, -0.263, -0.027], [0.725, -0.912, -0.360], [-0.273, -0.852, 0.748], [-2.676, -0.828, -0.355], [-3.937, -1.202, 1.882], [-1.235, 0.290, -1.855], [-0.778, 2.333, 0.160], [2.607, -0.511, 1.272], [0.796, -2.294, -0.927], [-0.240, 0.163, 1.588], [-2.682, -1.911, -1.041], [-2.773, 2.288, -0.325], [-2.393, 1.219, 1.039], [2.018, 0.774, -0.259], [2.768, -0.685, -0.643], [0.482, -0.336, -1.296], [-0.719, -1.834, 1.014], [-0.796, 2.891, -0.712], [3.483, -0.120, 1.387], [0.912, -2.784, -0.108], [0.009, 0.986, 1.081], [-2.182, -1.889, -1.872]],
  "forces_ev_per_a": [[1.7, 0.4, -3.8], [1.0, 1.3, -0.8], [-1.2, 0.6, -0.1], [-2.3, 0.0, 2.2], [0.9, -0.7, -1.6], [-0.3, 0.2, -0.9], [1.6, 2.3, 2.5], [-1.2, -0.3, 2.4], [-1.3, -0.1, 0.6], [-0.9, 0.5, -2.4], [-0.4, 0.0, 0.8], [0.0, 1.9, 1.8], [-0.1, -0.4, -0.4], [-0.8, -3.4, -1.5], [0.3, -0.9, 0.1], [0.6, 0.7, 0.0], [-0.1, 1.1, 0.1], [2.4, -1.6, -3.1], [-0.8, -0.1, 0.9], [0.3, 1.0, 0.5], [0.5, -1.7, 2.4], [-0.3, -0.1, -0.2], [0.2, -0.9, -0.2], [0.0, -0.4, 0.5], [0.2, 0.7, 0.2]],
  "e_lumo_ev": [-0.95, -0.78],
  "gap_ev": [6.90, 7.14]
}

{
  "formula": "C7H11O2",
  "method": "ωB97M-V/def2-TZVPD",
  "elements": ["C", "C", "C", "C", "C", "C", "C", "O", "O", "H", "H", "H", "H", "H", "H", "H", "H", "H", "H", "H"],
  "coordinates": [[1.968, -0.110, 0.098], [-2.524, 0.366, 0.768], [-0.973, 0.558, 0.817], [-2.356, -0.672, -0.412], [0.103, -0.489, -1.331], [-0.913, -0.357, -0.345], [3.289, 0.553, 0.272], [1.284, 0.258, -1.011], [1.472, -0.858, 0.914], [-2.879, -0.231, 1.761], [-3.201, 1.150, 0.469], [-0.469, 1.518, 0.681], [-0.401, 0.062, 1.687], [-2.540, -1.792, -0.297], [-2.671, -0.412, -1.402], [0.241, -1.551, -1.427], [-0.225, -0.253, -2.310], [3.767, 0.861, -0.756], [3.889, -0.100, 0.963], [3.139, 1.498, 0.861]],
  "forces_ev_per_a": [[-0.3, -0.4, 1.2], [-1.1, -2.9, 2.4], [0.1, -1.3, 0.3], [1.4, -1.3, 1.2], [1.6, 0.3, 1.4], [-0.5, 1.6, 0.2], [1.0, 1.0, -0.7], [-0.3, -0.4, -1.2], [0.2, 0.0, -0.8], [0.5, 1.9, -2.4], [0.2, 0.5, 0.4], [-0.1, 0.0, -0.2], [-1.1, 0.6, -0.9], [-0.2, 1.4, 0.2], [-0.6, 0.2, -0.7], [0.7, -1.1, 0.1], [-0.4, 0.8, -1.1], [-0.7, -0.9, 2.2], [-0.3, 0.6, -1.1], [0.0, -0.7, -0.6]],
  "e_lumo_ev": -6.14,
  "gap_ev": 8.64,
  "total_charge": 1
}

{
  "formula": "C7H11O3S",
  "method": "ωB97M-V/def2-TZVPD",
  "elements": ["C", "C", "C", "C", "C", "C", "C", "S", "O", "O", "O", "H", "H", "H", "H", "H", "H", "H", "H", "H", "H", "H"],
  "coordinates": [[-1.059, -2.550, 0.025], [-0.070, -1.668, 0.196], [-0.026, -0.259, -0.216], [-1.181, 0.319, -0.985], [0.191, 0.771, 0.982], [-0.306, 0.472, 2.180], [0.858, 2.023, 0.626], [1.403, -0.242, -1.377], [1.308, 1.003, -2.134], [2.688, -0.346, -0.650], [1.104, -1.416, -2.201], [-0.919, -3.556, 0.399], [-2.061, -2.420, -0.364], [0.801, -1.831, 0.747], [-0.990, 1.442, -1.411], [-1.305, -0.160, -2.010], [-2.191, 0.411, -0.479], [-0.870, -0.462, 2.345], [-0.378, 1.186, 2.909], [0.538, 2.940, 1.287], [0.429, 2.235, -0.386], [2.034, 2.106, 0.516]],
  "forces_ev_per_a": [[0.5, -0.2, 0.8], [-2.4, 0.3, -0.1], [0.4, 2.4, 0.7], [-1.7, 2.4, -3.2], [0.4, -2.4, 0.0], [-0.8, -1.9, -1.9], [0.8, 3.5, -0.6], [1.8, -0.4, -1.5], [-0.2, 0.2, 0.2], [-1.5, 0.0, 0.2], [0.1, 0.2, 0.3], [0.2, -0.2, 0.1], [0.3, 0.7, -0.4], [1.3, -1.3, 0.7], [-0.1, -2.6, 1.5], [0.0, 0.0, 1.4], [1.3, -0.6, -0.2], [0.5, 0.5, -0.1], [0.2, 1.7, 2.0], [0.5, -1.8, -0.8], [0.9, 0.4, 0.7], [-2.5, -0.9, 0.3]],
  "smiles": "C=C[C@@](C)(C(=C)C)S(=O)(=O)[O-]",
  "e_lumo_ev": 3.55,
  "gap_ev": 8.51,
  "total_charge": -1
}

{
  "formula": "C7H11O4PTi",
  "method": "ωB97M-V/def2-TZVPD",
  "elements": ["Ti", "O", "C", "C", "O", "C", "O", "C", "O", "H", "H", "C", "P", "C", "C", "H", "H", "H", "H", "H", "H", "H", "H", "H"],
  "coordinates": [[1.016, -0.609, -0.100], [0.232, -2.745, 2.100], [0.761, -1.995, 1.372], [2.175, 0.534, -1.268], [2.564, 1.293, -2.046], [0.721, -2.053, -1.503], [0.689, -2.903, -2.281], [1.695, 0.541, 1.536], [1.891, 1.245, 2.431], [4.065, -1.916, 0.842], [4.201, -1.392, 0.316], [-1.826, -0.119, -1.384], [-0.936, 0.558, 0.026], [-0.709, 2.305, -0.349], [-1.942, 0.071, 1.454], [-1.310, 0.050, -2.318], [-2.785, 0.397, -1.385], [-1.979, -1.189, -1.316], [-1.675, 2.796, -0.269], [-0.007, 2.806, 0.321], [-0.334, 2.414, -1.378], [-2.846, 0.682, 1.419], [-2.222, -0.993, 1.364], [-1.439, 0.222, 2.415]],
  "forces_ev_per_a": [[2.1, -0.6, 0.9], [3.0, 3.9, -3.7], [-3.5, -6.1, 5.6], [3.0, 4.7, -4.9], [-1.2, -2.8, 3.0], [-0.5, -4.8, -4.6], [0.1, 3.1, 2.9], [0.8, 3.7, 4.0], [-0.6, -2.7, -3.3], [0.0, 0.2, -0.2], [-0.1, -0.1, 0.1], [-0.4, 0.2, 0.0], [-1.4, 0.3, 0.0], [-0.2, 0.4, 0.2], [-0.1, 0.3, 0.2], [0.1, 0.4, -0.3], [-0.2, -0.1, -0.4], [-0.2, -0.2, 0.3], [-0.1, 0.3, -0.1], [-0.1, -0.1, 0.1], [-0.2, -0.1, 0.3], [-0.2, -0.1, 0.2], [0.1, 0.4, -0.1], [-0.1, 0.1, -0.2]],
  "spin_multiplicity": 3,
  "e_lumo_ev": [-10.09, -10.57],
  "gap_ev": [7.10, 7.58],
  "total_charge": 2,
  "s2": 2.0096
}

{
  "formula": "C7H11P",
  "method": "ωB97M-V/def2-TZVPD",
  "elements": ["C", "P", "C", "C", "C", "C", "C", "C", "H", "H", "H", "H", "H", "H", "H", "H", "H", "H", "H"],
  "coordinates": [[-1.146, -1.763, 1.068], [-0.178, -0.242, 1.793], [-0.995, 1.187, 0.928], [-1.251, 1.201, -0.368], [-0.652, 0.382, -1.345], [0.594, 0.167, -1.685], [1.777, 0.474, -0.763], [1.532, -0.165, 0.707], [-1.602, -2.030, 2.002], [-1.956, -1.325, 0.317], [-0.460, -2.411, 0.493], [-1.588, 1.804, 1.580], [-2.023, 1.964, -0.649], [-1.442, 0.119, -2.180], [0.648, -0.225, -2.662], [1.859, 1.468, -0.500], [2.743, 0.140, -1.062], [2.024, -1.173, 0.823], [2.115, 0.430, 1.501]],
  "forces_ev_per_a": [[-0.5, 3.2, -1.9], [1.6, 0.0, -2.6], [-0.3, -1.3, 1.3], [-1.0, 2.0, 1.5], [-3.1, -0.3, -3.7], [1.5, 0.2, 1.3], [-2.2, -2.5, 1.8], [0.6, -0.3, 2.0], [-0.3, -1.3, -0.1], [1.6, -1.2, 1.7], [-0.6, -0.1, 0.9], [0.0, 0.5, 0.1], [0.8, -0.8, -0.4], [1.6, 0.3, 1.5], [1.0, -0.7, -0.9], [0.0, 2.5, -0.1], [0.5, -0.4, -0.7], [-0.7, 0.7, -0.4], [-0.5, -0.4, -1.4]],
  "smiles": "CP1C=CC=CCC1",
  "e_lumo_ev": 0.75,
  "gap_ev": 9.36
}